Entry 1:
Formula: C5H8O
Source: the Open Molecules 2025 dataset
Level of theory: ωB97M-V with the def2-TZVPD basis set

The value obtained for the HOMO-LUMO gap is 8.82 eV. The energy above the lowest of the compared OMol25 structures with the same formula, charge and spin is 7.148 eV. The value obtained for the HOMO energy is -7.63 eV.

Structure (ORCA input):
```
! wB97M-V def2-TZVPD RIJCOSX def2/J DEFGRID3
* xyz 0 1
O 0.17 0.30 -1.16
C 0.53 -0.29 1.58
H -0.37 -0.62 -2.92
H 1.28 -1.04 1.32
C -0.64 -1.17 -0.79
H 0.05 -0.47 2.54
H -1.31 0.57 0.64
H -1.74 0.27 -2.09
C -0.28 0.28 0.47
H 0.48 1.96 1.71
C -0.83 -0.32 -1.97
H 1.71 1.28 0.54
H 0.16 -1.89 -0.96
C 0.80 1.12 1.10
*
```

Entry 2:
Formula: C49H66N5O9
Source: the Open Molecules 2025 dataset
Level of theory: ωB97M-V with the def2-TZVPD basis set

The value obtained for the HOMO-LUMO gap is 7.51 eV. The value obtained for the HOMO energy is -11.22 eV.

Structure (ORCA input):
```
! wB97M-V def2-TZVPD RIJCOSX def2/J DEFGRID3
* xyz 1 1
H -0.69 1.36 -0.25
C 5.49 -6.23 -2.37
H 0.42 2.87 2.40
H 3.49 -3.96 0.79
C 6.34 -6.71 -3.29
C 4.86 5.79 -0.13
O 4.42 5.86 -1.27
C 5.86 -4.73 -4.78
C -12.63 -0.43 -0.08
C 6.15 4.56 1.56
C -6.16 1.25 1.62
H -7.12 0.89 -1.96
C 6.18 2.79 -5.09
H 6.74 3.72 1.90
H 2.34 -6.27 1.73
C -0.45 -1.08 8.39
H -4.74 -0.41 2.43
C 1.00 -1.67 0.05
H -7.02 1.67 2.29
H -5.32 0.85 3.72
H 0.68 1.53 -2.09
C 3.23 -1.48 -1.58
H 1.33 -7.09 0.34
O 6.33 5.56 3.69
H 0.26 -4.35 0.31
H -12.86 0.45 0.66
C 6.59 -6.00 -4.56
C -2.28 0.50 2.11
C 1.98 -2.18 1.25
H -0.05 -2.20 0.05
H -13.62 -0.63 -0.72
H -11.15 -2.41 -2.07
H 4.01 7.70 0.52
C 1.62 -1.81 -1.46
C 5.20 3.02 -6.17
H -2.58 -0.49 2.72
H -0.33 0.13 3.24
H -6.97 -0.98 1.68
C 1.37 -4.71 0.33
C -11.51 -2.96 -0.12
H 3.68 -0.97 -0.60
C 5.29 4.09 -6.96
H 4.43 -0.78 -3.39
C 5.01 -4.25 -3.86
N -9.51 -0.22 0.45
H -5.76 2.05 0.86
H 2.97 -1.56 1.37
C 1.34 -6.20 1.10
H 5.30 -6.74 -1.44
O 6.09 1.81 -4.36
C -0.63 -0.09 7.51
H -3.29 2.21 3.32
H 2.60 0.90 -0.27
H 0.77 -0.52 0.24
C 1.78 -1.60 7.34
C 0.11 1.87 1.83
C -6.73 -0.12 0.92
O -10.68 -3.76 0.59
C 7.26 3.78 -4.92
H 1.38 -2.02 2.27
C 5.08 6.78 2.11
H 0.45 -6.25 1.88
O 6.46 6.06 -7.52
O 0.94 -2.81 9.18
O 0.21 1.12 5.67
H -11.83 -1.52 1.75
H 7.97 3.59 -4.12
O 3.99 -4.52 -1.76
C -3.51 1.56 2.34
N -11.58 0.00 -1.07
H 1.37 -2.87 -1.95
H -1.52 2.98 0.52
H 8.14 5.58 -5.60
C 5.89 5.63 2.55
H 3.41 2.57 -0.62
C -8.07 0.08 -0.01
C 5.67 4.64 0.31
H -1.18 -1.31 9.15
C -4.92 0.75 2.62
C -0.54 2.35 0.40
H 4.89 1.30 -2.13
H 6.88 -7.64 -3.14
N -9.30 0.60 -1.96
H 2.33 -0.38 5.69
H 2.37 -4.16 2.32
H -3.63 2.35 1.46
H -1.52 0.53 7.51
H 4.41 2.29 -6.28
C 3.73 1.13 -2.36
C 7.35 4.85 -5.71
H -10.94 -4.03 -1.79
C -10.23 0.11 -0.84
H -13.38 -2.29 1.00
C 3.45 -0.42 -2.81
C 1.60 -0.61 6.46
C 4.60 6.86 0.86
H 5.85 3.87 -0.42
H 1.53 3.53 0.33
H 6.05 -4.22 -5.71
H 1.84 -4.90 -0.73
C 6.38 5.08 -6.79
C -12.32 -1.82 0.73
O 7.36 -6.44 -5.39
H -5.85 -0.54 0.24
C 1.36 2.35 -1.61
H 1.66 3.13 -2.47
H -11.91 0.29 -2.04
H -1.19 1.72 3.80
C 0.38 0.21 6.48
N -11.62 -3.24 -1.60
C -0.93 1.08 2.83
C 0.66 3.19 -0.39
H 3.50 1.80 -3.31
H 2.58 -0.52 -3.61
H 4.90 7.56 2.84
H 1.05 -1.00 -2.14
H 3.80 -2.51 -1.75
H 4.59 4.28 -7.76
C 2.40 -3.76 1.19
H 0.21 4.17 -0.86
H 1.11 1.24 1.72
C 0.77 -1.90 8.37
H -9.60 0.90 -2.94
H 4.47 -3.32 -4.01
H -2.14 0.14 1.00
C 2.80 1.68 -1.13
N -8.00 0.60 -1.46
H 2.67 -2.22 7.34
C 4.77 -4.96 -2.59
*
```

Entry 3:
Formula: C12H30O6
Source: the Open Molecules 2025 dataset
Level of theory: ωB97M-V with the def2-TZVPD basis set

As for the SMILES: COCCOC.COCCOC.COCCOC. The value obtained for the HOMO-LUMO gap is 10.06 eV. The energy above the lowest of the compared OMol25 structures with the same formula, charge and spin is 1.387 eV. The value obtained for the HOMO energy is -9.31 eV.

Structure (ORCA input):
```
! wB97M-V def2-TZVPD RIJCOSX def2/J DEFGRID3
* xyz 0 1
H 3.16 4.56 0.98
H -0.32 -2.60 3.72
H -0.33 -0.11 -3.77
H 1.84 5.69 0.55
H -5.07 -1.22 -0.39
C 1.07 -4.09 1.95
C 2.07 4.68 0.92
H -1.51 -0.98 2.37
H 1.66 1.62 -1.55
O -3.31 -1.98 -1.05
C 2.10 3.68 -1.18
H 2.05 2.62 -2.97
O 1.49 3.71 0.10
C -1.18 -2.60 -1.87
O -1.17 -1.79 -3.03
H 1.66 0.63 0.45
C -1.93 -1.97 -0.73
H 0.67 -4.71 2.76
H -3.64 -0.62 0.48
H -0.15 -2.83 -1.56
H -1.72 2.19 -1.81
H 1.43 1.09 2.12
H -1.77 -2.59 0.17
H 2.06 -0.56 1.71
O 0.27 -2.95 1.75
C 0.22 -2.12 2.89
H -1.68 -3.54 -2.11
H -4.25 -2.27 0.77
C -0.11 -0.87 -3.01
O 0.04 -0.23 1.32
C -0.78 2.44 -1.33
C 1.36 0.23 1.42
C -0.44 -0.81 2.50
H -0.43 1.57 -0.76
H 1.26 -1.94 3.21
H 3.18 3.49 -1.06
H -0.04 -0.31 -2.07
H 1.65 4.56 1.92
H 0.86 -1.35 -3.18
H -0.36 -0.10 3.34
H 1.95 4.64 -1.68
C 1.49 2.59 -2.03
H -0.96 3.27 -0.65
H 2.11 -3.81 2.17
O 0.14 2.78 -2.35
H 1.08 -4.64 1.02
C -4.10 -1.49 0.01
H -1.59 -0.96 -0.48
*
```

Entry 4:
Formula: C7H16ClIN2NdO3P
Source: the Open Molecules 2025 dataset
Level of theory: ωB97M-V with the def2-TZVPD basis set

As for the expectation value of S²: 3.755. The value obtained for the HOMO-LUMO gap (spin up / spin down) is 8.22 / 8.46 eV. The energy above the lowest of the compared OMol25 structures with the same formula, charge and spin is 0.000 eV. The value obtained for the HOMO energy (spin up / spin down) is -16.13 / -16.13 eV.

Structure (ORCA input):
```
! wB97M-V def2-TZVPD RIJCOSX def2/J DEFGRID3
* xyz 2 4
H -0.72 1.69 0.38
H 2.34 -0.09 -1.95
O -2.30 1.85 -1.84
H 4.63 0.20 0.55
H -4.85 0.80 0.50
H 3.74 -1.18 -1.69
H 3.36 1.42 0.18
H 0.32 3.11 0.19
C 2.68 -1.00 -1.44
P 2.46 -0.85 0.36
Nd 0.05 -0.38 1.86
C 3.60 0.53 0.77
H -4.32 -1.10 -0.88
H 1.13 1.53 0.26
C 0.13 1.98 -1.64
I -0.59 -0.34 -3.10
H 2.07 -1.83 -1.80
H -2.68 -1.74 -0.79
H 3.53 0.78 1.84
C -1.21 1.40 -2.08
H 4.46 -2.15 0.81
H -3.57 1.40 1.57
H 3.25 -2.32 2.12
Cl -0.14 -0.66 4.32
N -3.41 -1.13 -0.43
C -3.07 -0.22 0.48
H 3.01 -3.20 0.59
N -3.92 0.72 0.89
C 0.22 2.05 -0.11
O -1.88 -0.26 1.00
O 0.99 2.36 -2.43
C 3.39 -2.27 1.03
*
```

Entry 5:
Formula: C2H4Cl2
Source: the Open Molecules 2025 dataset
Level of theory: ωB97M-V with the def2-TZVPD basis set

As for the SMILES: ClCCCl. The value obtained for the HOMO-LUMO gap is 11.97 eV. The energy above the lowest of the compared OMol25 structures with the same formula, charge and spin is 0.035 eV. The value obtained for the HOMO energy is -10.95 eV.

Structure (ORCA input):
```
! wB97M-V def2-TZVPD RIJCOSX def2/J DEFGRID3
* xyz 0 1
H -1.18 0.05 -0.94
H 1.06 0.07 1.09
H 0.53 0.19 -1.45
Cl -0.26 2.11 -0.28
C 0.19 -0.38 0.63
Cl 0.49 -2.10 0.28
C -0.19 0.36 -0.65
H -0.64 -0.31 1.33
*
```

Entry 6:
Formula: C64H71AsHgO4
Source: the Open Molecules 2025 dataset
Level of theory: ωB97M-V with the def2-TZVPD basis set

As for the expectation value of S²: 0.771. The value obtained for the HOMO-LUMO gap (spin up / spin down) is 4.08 / 7.20 eV. The value obtained for the HOMO energy (spin up / spin down) is -1.72 / -4.84 eV.

Structure (ORCA input):
```
! wB97M-V def2-TZVPD RIJCOSX def2/J DEFGRID3
* xyz -1 2
H 1.18 4.70 6.65
H 1.44 4.41 -5.02
H 3.55 1.32 -5.34
C 3.78 -1.99 -0.34
H -0.51 4.46 6.18
H -3.39 -2.01 2.33
C 0.50 -2.84 3.04
C 2.29 3.73 -4.94
C 0.44 -5.83 -1.55
H -2.86 2.48 -2.53
H 3.11 3.34 0.08
H 2.71 -5.33 4.03
C -0.22 2.17 -2.95
H 2.34 -3.84 4.90
H 0.05 2.43 -5.75
H 0.03 6.04 6.74
H -6.88 -1.26 -1.52
C -6.40 -2.22 -1.70
C 0.91 1.77 -5.58
H -1.24 -7.08 -1.11
C 1.22 -1.74 3.46
C -5.28 -1.42 -3.76
H 1.93 -4.38 1.21
H -0.10 -4.63 5.00
C 2.14 3.83 0.24
H -1.23 -1.53 -5.74
H 0.29 -5.02 1.28
C 5.43 -2.46 -2.04
H -4.35 -1.31 -4.32
H -0.93 -5.14 3.52
C -0.78 -2.60 2.54
Hg 0.41 0.37 0.37
H 6.46 -2.67 -2.30
C -2.42 0.39 0.11
H -4.29 -2.43 0.21
C 1.77 2.24 2.15
O -1.33 0.87 3.52
H -0.08 5.63 0.04
O 2.15 1.23 1.35
C 1.80 6.61 4.78
C 0.97 -4.55 -1.52
H 0.41 -6.10 4.15
C -1.38 -1.34 2.60
C 0.04 -5.08 4.02
C -4.38 -3.40 -2.57
H 3.17 -3.78 3.33
H 2.91 3.10 -2.15
C -3.60 0.06 -1.96
H 1.98 -4.36 -1.86
C 0.19 -3.50 -1.03
H 0.54 0.78 -5.33
H 4.79 -2.52 -4.06
H -0.41 6.59 3.11
H -1.71 -2.91 -0.25
C 4.49 -2.38 -3.03
C -0.15 3.16 -0.76
C 1.43 2.02 3.50
H -3.37 -3.29 -2.99
C 1.05 4.40 3.85
C 1.74 3.57 1.67
H -3.85 0.42 -2.96
H 1.63 -5.95 1.96
H 2.00 7.04 3.80
H -0.86 7.15 4.72
H 1.42 5.62 2.12
C -2.80 -1.12 2.10
H -1.36 -3.42 2.12
C 0.89 -2.00 -5.76
C 1.04 -4.26 3.18
C 2.81 -1.92 -1.34
H 3.78 1.81 -3.66
H -0.80 1.70 -3.73
C 1.40 4.61 2.52
C -1.10 -3.73 -0.60
C -0.59 6.27 4.13
H 2.59 0.30 3.92
C -0.84 -6.07 -1.09
C 1.84 2.96 -2.07
C 1.12 2.46 -3.15
C -3.00 -0.78 0.63
C -0.33 -1.63 -5.15
H 3.00 4.16 -4.23
C -2.36 2.24 -1.59
H -2.09 2.00 5.00
H -7.06 -2.83 -2.33
H 2.72 6.13 5.13
C 1.24 3.30 -0.86
H -1.44 5.58 4.12
C 3.13 -2.10 -2.73
H 2.31 4.90 0.09
H -3.22 -0.30 2.67
H 2.76 0.42 -4.04
H -5.76 -0.44 -3.69
H -1.67 5.30 -0.70
H -2.39 0.25 5.19
C 5.10 -2.26 -0.68
H 1.45 0.72 5.18
H -2.62 -5.21 -0.26
H 1.46 1.70 -6.52
H -1.28 -1.12 -3.29
H 2.78 3.67 -5.91
C 1.08 3.10 4.31
C -1.65 1.01 4.89
C 2.04 -2.15 -5.03
H 0.84 2.88 5.34
C 2.39 -4.29 3.91
H -6.30 -2.73 -0.74
H 3.50 -1.82 0.69
C -0.88 2.50 -1.76
C 0.32 5.17 6.16
O -0.82 3.70 0.31
H -2.73 2.93 -0.83
O -1.58 1.09 0.85
H 1.56 7.43 5.46
C 0.65 5.59 4.73
H -5.94 -2.07 -4.33
H 5.86 -2.30 0.09
C -5.04 -2.03 -2.38
C -2.78 0.85 -1.17
C 0.67 -0.46 3.57
H 1.05 -6.64 -1.93
H -4.97 -4.02 -3.25
H 0.91 -2.18 -6.83
C -1.62 -5.03 -0.62
H 2.96 -2.46 -5.54
C 2.05 -1.94 -3.63
C 3.05 1.41 -4.37
As 0.94 -1.69 -1.15
C -0.68 -0.31 3.23
H -1.51 5.44 1.08
C -3.85 -1.52 -0.19
C 1.23 -4.94 1.83
H -0.78 0.93 5.54
H 2.25 -1.85 3.77
C -1.03 5.09 0.17
C 0.81 -1.53 -3.04
C 1.56 0.64 4.09
C 1.83 2.33 -4.50
C -4.14 -1.15 -1.51
C -0.35 -1.40 -3.78
H -4.29 -3.93 -1.62
*
```

Entry 7:
Formula: C41H50AuGeN6O3
Source: the Open Molecules 2025 dataset
Level of theory: ωB97M-V with the def2-TZVPD basis set

As for the expectation value of S²: 2.032. The value obtained for the HOMO-LUMO gap (spin up / spin down) is 7.20 / 5.00 eV. The value obtained for the HOMO energy (spin up / spin down) is -15.92 / -15.94 eV.

Structure (ORCA input):
```
! wB97M-V def2-TZVPD RIJCOSX def2/J DEFGRID3
* xyz 3 3
H -1.06 4.50 -2.24
O -1.03 -4.48 0.61
Ge -0.01 2.37 0.80
H 4.22 0.91 0.98
C -3.50 0.32 2.42
C -2.51 -1.32 -4.52
H -0.68 1.41 3.05
C 1.12 -6.57 2.76
C -0.67 5.49 -2.00
C -3.48 -2.25 -4.17
H -2.90 -4.77 -0.10
H 1.09 4.30 4.62
C 1.25 -4.31 1.18
H -0.38 2.54 5.75
H 2.46 0.68 0.94
H -1.58 2.78 4.46
C 3.41 0.33 0.54
H 2.93 4.14 -2.43
C -1.84 -0.65 -3.52
C -1.29 3.81 0.54
H -0.08 5.82 -2.86
H -0.02 4.32 3.27
C -3.72 -2.47 -2.82
N -0.31 0.99 -3.06
H -1.82 3.65 -0.40
C -0.03 -6.11 2.13
H -3.64 -1.02 4.07
C -1.64 0.10 0.82
C 0.70 1.86 -3.59
C 3.15 -0.93 -4.07
H 0.04 5.30 1.41
C 0.03 -4.98 1.31
H 0.46 1.29 -5.64
H -2.27 -1.09 -5.55
C 1.49 -1.98 -2.65
H 1.05 -7.46 3.38
C -0.74 3.25 5.00
C 3.56 -0.11 -3.07
C 2.39 3.51 -3.13
N -0.21 -1.90 1.29
H -1.51 6.18 -1.91
C 0.18 5.50 -0.73
H 0.76 0.63 2.42
H 3.55 -0.73 0.76
C 0.76 -2.01 0.30
H -1.09 -2.27 5.40
H 3.48 4.22 -4.84
C -1.76 -2.84 4.76
H 1.81 -2.55 -4.66
H 0.64 6.48 -0.61
H 0.67 -2.67 -2.48
C 2.01 2.75 -5.39
H 3.22 -6.30 3.08
C 2.33 -5.93 2.59
H -0.24 -2.72 1.90
H 1.13 2.62 -1.64
C 2.11 -1.89 -3.85
H 2.23 -3.20 -0.28
H -4.39 0.86 2.71
C 1.87 -1.12 -1.58
O -1.46 -2.49 3.38
C 2.70 3.55 -4.48
H -1.56 -3.90 4.85
C 0.28 1.60 2.57
H -1.40 5.94 0.66
C -1.95 -1.43 2.78
C 2.39 -4.80 1.80
H -1.15 4.10 5.53
C 1.01 1.90 -4.95
H 2.00 2.90 2.86
H -2.02 -6.28 0.21
H 2.25 2.79 -6.44
H 3.34 -4.28 1.65
H -2.67 -5.33 1.58
N 1.40 -3.19 0.29
H 4.37 0.59 -3.20
H 1.39 2.69 0.26
C -2.78 0.73 1.26
H -3.16 -1.90 -0.82
H -2.02 3.73 1.34
C 0.38 3.68 4.06
C 1.15 2.51 3.44
H 1.01 4.79 -0.83
C -1.22 -1.04 1.56
Au -0.83 0.62 -0.96
C 2.98 -0.20 -1.79
C -3.08 -0.73 3.19
H 3.62 -0.87 -5.04
N 1.11 -1.01 -0.46
C -2.22 -5.27 0.58
H -4.03 -2.78 -4.93
H 1.59 1.91 4.25
C -2.99 -1.76 -1.88
H -3.17 1.57 0.70
H -2.80 -2.64 5.01
N -2.07 -0.87 -2.22
N -0.86 0.29 -3.92
O 3.49 0.57 -0.88
H -4.47 -3.18 -2.51
H -0.96 -6.64 2.25
C 1.39 2.66 -2.69
C -0.61 5.19 0.54
*
```

Entry 8:
Formula: C3H9NO2
Source: the Open Molecules 2025 dataset
Level of theory: ωB97M-V with the def2-TZVPD basis set

As for the SMILES: CC(=O)O.CN. The value obtained for the HOMO-LUMO gap is 9.58 eV. The energy above the lowest of the compared OMol25 structures with the same formula, charge and spin is 1.293 eV. The value obtained for the HOMO energy is -8.99 eV.

Structure (ORCA input):
```
! wB97M-V def2-TZVPD RIJCOSX def2/J DEFGRID3
* xyz 0 1
H -2.57 2.14 -1.10
N 2.19 -1.23 1.67
H 1.45 -1.37 -0.34
H 2.72 -0.40 1.58
H -2.11 -0.70 0.04
H 3.26 -1.80 -0.01
H -0.80 2.75 -1.31
O -1.74 -0.34 -0.72
C -1.08 0.84 -0.44
H 1.25 -0.98 1.93
H -1.55 1.56 -2.36
C -1.53 1.95 -1.34
C 2.22 -1.81 0.29
O -0.37 0.92 0.52
H 2.00 -2.88 0.40
*
```